Record 1
Entry from the OMol25 dataset: a structure of composition C3H4INOS (ωB97M-V/def2-TZVPD).

Calculated values
DFT total energy (eV): -25644.6689
Kohn-Sham gap (eV): 8.697
Max |F| (eV Å⁻¹): 3.79
2S+1: 1
M (u): 229.04

The geometry in XYZ format:
```
11
Properties=species:S:1:pos:R:3:forces:R:3:mulliken_charge:R:1
C 0.1783 -0.4993 0.4192 0.6 0.0 0.2 0.595
C -0.2624 0.7323 0.9069 1.2 -1.0 0.8 -0.494
C -0.1867 -1.3140 -0.7968 -2.0 1.0 1.7 -0.869
N 1.7382 -0.4173 2.0461 -0.2 0.2 1.4 -0.132
O 1.2306 -1.1353 1.0848 -0.4 1.4 -0.4 -0.087
S 0.8099 0.9199 2.2617 -0.3 -1.0 -2.0 0.177
I -1.6116 3.4679 -1.8895 -1.5 2.3 -2.5 -0.049
H -0.1451 -0.6060 -1.6025 -0.3 0.1 -0.7 0.280
H -1.2786 -1.6029 -0.5638 1.7 -0.1 -1.0 0.236
H 0.5367 -2.0977 -0.9640 -0.3 -0.4 0.1 0.295
H -1.0092 2.5523 -0.9021 1.5 -2.4 2.6 0.047
```
Forces are in eV/Å.

Record 2
Entry from the OMol25 dataset: a cluster of 9 separate species, C36H81B2F10N10O10S2 in total (ωB97M-V/def2-TZVPD).

Calculated values
DFT total energy (eV): -124203.9502
Kohn-Sham gap (eV): 6.658
Max |F| (eV Å⁻¹): 5.00
2S+1: 1
Net charge: +3
M (u): 1089.84

The geometry in XYZ format:
```
151
Properties=species:S:1:pos:R:3:forces:R:3:mulliken_charge:R:1
C 15.7000 28.5614 19.9582 0.9 0.0 -0.8 -0.877
C 14.6970 29.0595 18.8959 0.7 0.4 1.0 0.351
N 14.1902 28.0167 18.0207 -0.2 -0.2 -0.7 0.505
C 12.9163 27.4842 17.9234 0.8 -0.2 0.3 -0.442
C 12.9665 26.5979 16.8964 -0.7 -0.4 0.2 -0.650
N 14.2180 26.6297 16.3496 0.9 0.9 0.0 0.120
C 14.9336 27.5196 17.0279 -0.2 -0.1 0.4 -0.240
C 14.6186 26.0027 15.0975 -1.4 -1.0 -0.9 -0.880
H 15.1666 28.0932 20.7797 0.2 0.0 0.1 0.356
H 16.3842 29.3519 20.2840 -0.8 0.6 0.4 -0.088
H 16.5009 27.9182 19.5738 -0.7 -0.7 -0.3 0.435
H 15.1325 29.8059 18.2313 0.0 0.1 0.2 0.112
H 13.8975 29.5250 19.4685 -0.4 0.0 -0.5 -0.450
H 12.1617 27.7406 18.6468 -0.1 0.0 -0.1 0.599
H 12.2404 25.8848 16.5455 -0.1 0.2 -0.1 0.506
H 15.9525 27.8051 16.8341 0.0 -0.1 -0.1 0.443
H 13.7747 26.1247 14.4146 0.1 0.3 -0.1 0.381
H 14.6769 24.9183 15.1891 0.4 0.1 0.4 0.353
H 15.4874 26.3973 14.5833 0.2 0.3 0.6 0.334
C 6.1752 26.8583 19.4148 -0.5 0.9 -0.3 -1.110
C 5.7830 28.2401 18.8463 -0.5 -1.1 0.3 -0.492
N 6.8231 29.2628 18.9590 -1.1 0.1 -0.3 0.277
C 8.0139 29.1692 18.3042 0.9 0.5 0.9 -0.897
C 8.7149 30.2777 18.6606 1.0 -0.3 -0.4 -0.162
N 7.9231 31.0707 19.4194 -1.8 -0.6 0.5 0.236
C 6.7244 30.4392 19.5866 1.6 -0.5 -0.3 -0.132
C 8.3846 32.1700 20.2526 0.2 -0.4 0.2 -0.750
H 7.0520 26.4988 18.8828 0.2 -0.2 0.5 0.360
H 5.3463 26.1847 19.1980 0.0 0.0 -0.2 0.377
H 6.2167 26.9128 20.5004 0.7 -0.2 0.0 0.322
H 4.9061 28.5621 19.4046 0.0 0.4 -0.3 0.310
H 5.5509 28.0917 17.7933 -0.2 0.4 0.0 0.317
H 8.3912 28.2963 17.8033 -0.4 0.0 -0.1 0.451
H 9.7703 30.4746 18.5527 -0.1 0.2 -0.3 0.448
H 5.9119 30.7528 20.2154 -0.1 0.1 -0.1 0.392
H 7.5305 32.6746 20.6984 0.0 0.1 -0.2 0.369
H 8.9874 32.8590 19.6679 0.0 0.0 0.0 0.303
H 8.9783 31.6890 21.0320 0.2 0.4 0.1 0.192
C 12.6810 34.0314 22.0249 -1.3 -0.1 -0.2 -0.633
C 11.9877 34.1135 20.6549 0.9 -0.6 0.9 -0.012
N 12.9582 34.3139 19.5834 0.1 -0.3 0.4 0.409
C 13.3318 35.5443 19.0685 -0.7 -0.5 0.5 -0.507
C 14.2724 35.2843 18.1499 0.6 0.1 -1.3 -0.784
N 14.4725 33.9308 18.1060 -0.8 -0.4 0.9 0.559
C 13.6955 33.3468 19.0438 0.4 0.7 -1.5 -0.427
C 15.3107 33.2369 17.1436 0.2 -1.0 0.7 -0.817
H 13.3465 34.8659 22.2324 0.0 0.0 0.1 0.468
H 13.1241 33.0460 22.1590 0.4 0.2 -0.2 -0.240
H 11.7946 34.0149 22.6696 0.5 0.3 0.6 0.313
H 11.2542 34.9150 20.6455 0.0 0.0 -0.3 0.562
H 11.5314 33.1273 20.5578 -0.3 0.2 -0.6 -0.609
H 12.8007 36.4263 19.3787 0.2 0.1 -0.1 0.566
H 14.7561 35.8802 17.3928 -0.1 0.3 0.3 0.577
H 13.6578 32.2730 19.1658 -0.5 0.1 0.3 0.578
H 15.2176 33.6980 16.1661 0.4 0.2 0.1 0.362
H 14.9625 32.2101 17.0312 -0.4 0.2 0.0 0.095
H 16.2929 33.1378 17.6118 0.3 0.5 -0.7 0.285
C 11.8941 30.2142 29.9264 0.8 0.7 -0.2 -0.806
O 11.6231 30.3945 28.5423 0.4 -0.7 -0.6 -0.287
C 11.2605 31.6657 28.0841 -0.8 0.1 1.0 -0.812
C 11.3281 31.5901 26.5835 1.0 -1.7 -0.7 -0.203
N 12.7695 31.1597 26.2834 0.9 2.4 -0.5 -0.027
H 13.2673 32.0334 26.4828 0.3 -0.1 0.0 0.440
H 13.2037 30.5312 26.9644 -0.7 -0.7 -0.1 0.657
C 13.1219 30.7989 24.8416 -1.5 -2.6 2.0 -0.332
C 14.6194 30.6954 24.6608 0.0 0.0 -1.6 -0.031
O 15.2676 29.9235 25.6185 -1.1 0.8 2.0 -0.362
C 16.6760 29.9791 25.6626 0.2 -0.9 -1.3 -0.754
H 11.9457 29.1529 30.1499 -0.6 0.0 -0.1 0.255
H 11.1767 30.7722 30.5285 0.0 -0.3 0.2 0.305
H 12.9134 30.5751 30.1121 -0.2 0.3 0.3 0.323
H 11.8805 32.4806 28.4831 0.3 -0.1 0.0 0.398
H 10.2452 31.8416 28.4583 -0.1 0.4 -0.4 0.462
H 11.2142 32.4758 25.9653 -0.4 0.3 0.4 0.444
H 10.7075 30.7861 26.1889 -0.2 0.0 0.1 -0.017
H 12.4529 31.3154 24.1566 0.8 0.8 -0.1 -0.191
H 12.6617 29.8036 24.7946 0.4 -0.2 -0.3 -0.023
H 15.0214 31.7119 24.5560 0.4 0.0 0.1 0.422
H 14.7232 30.1240 23.7282 0.0 0.6 -0.5 0.161
H 17.1302 30.9586 25.4850 -0.4 0.2 0.1 0.273
H 16.9888 29.3000 24.8555 0.5 0.2 0.1 0.285
H 17.0436 29.5618 26.5954 -0.3 0.1 0.1 0.315
C 19.9487 32.0846 16.6679 -0.2 0.4 0.9 -0.620
O 20.1997 32.1142 18.0874 0.1 -0.3 0.0 -0.376
C 19.2931 31.3555 18.8497 -0.6 0.7 -0.6 0.084
C 19.7219 31.4712 20.2897 -0.4 0.3 0.1 -0.762
N 19.9185 32.9155 20.7336 0.2 0.4 -1.3 -0.132
H 20.0826 32.9416 21.7399 -0.3 0.0 0.0 0.364
H 20.7620 33.3132 20.3097 0.3 -0.6 0.0 0.440
C 18.8991 33.9320 20.2705 -0.6 0.7 0.6 -0.845
C 17.5165 33.8764 20.9056 -0.4 0.1 0.4 -0.700
O 16.9935 32.5679 20.7745 -0.1 -0.9 0.2 0.135
C 16.3572 32.1164 21.9734 -1.2 1.9 1.1 -1.322
H 18.8830 32.2668 16.5037 0.0 -0.1 -0.2 0.213
H 20.2518 31.1323 16.2395 0.1 0.0 -0.1 0.305
H 20.5029 32.9351 16.2848 0.1 -0.2 -0.3 0.271
H 19.1836 30.3204 18.5111 0.6 -0.2 0.3 0.623
H 18.2708 31.7366 18.7135 0.0 0.2 0.1 -0.209
H 20.6815 30.9715 20.3997 -0.1 -0.1 0.5 0.437
H 18.9111 31.1827 20.9526 0.3 -0.9 -0.1 0.277
H 18.7851 33.8638 19.1926 0.4 -0.2 0.0 0.258
H 19.3699 34.8852 20.5152 -0.2 0.1 -0.2 0.569
H 16.8540 34.6210 20.4436 0.2 -0.2 -0.7 0.265
H 17.4366 34.2679 21.9269 0.7 -0.6 0.3 0.543
H 15.5830 32.8636 22.2124 0.0 0.0 0.0 0.433
H 17.0046 32.1659 22.8540 0.5 -0.4 -0.2 0.671
H 15.7492 31.2153 22.0049 0.7 -0.5 -1.1 0.119
C 8.0953 30.9303 24.4833 -0.8 0.9 -0.1 -0.562
O 8.3588 32.0961 25.3091 0.0 -0.4 0.1 -0.116
C 7.9679 33.3259 24.7937 -0.6 0.7 0.1 -0.496
C 6.5208 33.6709 25.1492 -0.7 -0.2 0.0 -0.684
N 6.4045 33.6701 26.6515 -1.0 -0.2 -0.7 -0.138
H 6.6439 32.7088 26.9190 0.1 0.0 0.2 0.402
H 7.0670 34.3077 27.0887 0.1 0.0 -0.1 0.395
C 5.0456 33.9592 27.2388 0.0 0.7 1.4 -0.868
C 3.9467 32.9850 26.8650 0.1 -0.8 -0.3 -0.479
O 4.5377 31.7091 26.8390 1.4 0.2 -0.3 -0.305
C 3.7272 30.6660 26.3911 -1.1 -1.5 0.2 -0.874
H 7.1407 31.0770 23.9638 0.0 0.0 -0.1 0.418
H 7.9315 30.0920 25.1518 0.6 -0.2 -0.1 0.232
H 8.8759 30.8413 23.7309 0.2 -0.4 0.3 -0.091
H 8.0620 33.4700 23.7133 0.3 -0.3 0.0 0.181
H 8.5866 34.0674 25.3092 0.2 0.1 -0.3 0.440
H 5.7738 32.9574 24.7923 0.4 -0.5 0.2 0.284
H 6.1220 34.5854 24.7079 0.6 0.5 0.4 0.511
H 4.7567 35.0020 27.1044 0.1 -0.1 -0.7 0.407
H 5.2407 33.9563 28.3140 -0.1 -0.5 0.1 0.431
H 3.5057 33.2200 25.8899 0.0 0.1 0.0 0.373
H 3.1542 32.9594 27.6192 0.0 0.6 0.0 0.488
H 3.2623 30.8130 25.4109 -0.1 0.5 0.1 0.355
H 2.9752 30.4129 27.1496 -0.3 0.4 -0.2 0.339
H 4.2488 29.7108 26.2962 0.8 0.5 0.1 0.290
N 9.3370 25.9634 25.2552 2.5 3.6 -0.1 -0.445
S 10.3164 27.2162 24.7348 -2.4 0.7 -0.3 1.147
O 11.5273 26.9776 24.0252 0.3 -0.6 0.6 -0.522
O 10.2836 28.3425 25.6302 0.0 -0.2 0.5 -0.626
F 9.3717 27.7597 23.5387 -0.1 0.1 0.1 -0.200
S 10.0211 24.7367 24.5787 -0.2 -5.0 -0.5 1.109
O 11.2559 24.2618 25.1688 -1.1 1.0 -0.8 -0.602
O 9.7901 24.6776 23.1625 0.8 0.4 0.1 -0.592
F 8.9542 23.6371 25.0760 0.3 0.6 0.3 -0.291
B 11.7299 30.5128 21.6925 -0.2 -1.7 -0.7 -0.729
F 11.0006 31.4173 22.4803 -0.1 1.1 -0.1 0.181
F 11.0470 30.2235 20.4835 0.0 0.5 0.6 -0.072
F 13.0294 30.9943 21.3495 0.0 0.5 0.1 0.361
F 11.8639 29.3624 22.4346 0.4 -0.2 0.1 -0.089
B 11.9832 31.0974 16.8912 -0.7 -1.2 -0.7 0.024
F 13.0281 31.7682 16.2328 -0.1 0.3 0.3 -0.378
F 10.7235 31.6799 16.6938 0.5 0.6 0.5 -0.320
F 11.8739 29.7886 16.3724 0.4 -0.2 0.1 -0.371
F 12.2942 30.9618 18.2719 0.1 0.5 -0.1 0.126
```
Forces are in eV/Å.

Record 3
Entry from the OMol25 dataset: a structure of composition C37H22As2Br4N2O14S2Ta (ωB97M-V/def2-TZVPD).

Calculated values
DFT total energy (eV): -495443.7231
Kohn-Sham gap (eV): 6.518
Max |F| (eV Å⁻¹): 1.45
2S+1: 1
Net charge: -1
M (u): 1433.12

The geometry in XYZ format:
```
84
Properties=species:S:1:pos:R:3:forces:R:3:mulliken_charge:R:1
Ta -0.5032 -0.6697 -0.7698 -0.4 1.4 -0.1 3.169
O 1.5305 -0.9948 1.1642 0.1 -0.6 0.4 -0.427
As 0.3543 -2.0735 1.9262 -0.3 0.8 0.0 0.893
O 0.4428 -2.0511 3.5401 -0.3 0.0 0.0 -0.856
O -0.9776 -1.3025 1.1112 0.8 -0.8 0.1 -0.681
C 0.3080 -3.9139 1.3196 0.1 -0.1 -0.1 -0.251
C -0.3320 -4.7401 2.2296 0.0 -0.1 0.0 -0.744
C -0.5929 -6.0707 1.9019 0.0 0.1 0.1 -0.492
C -0.2029 -6.5766 0.6801 0.1 0.0 -0.2 -0.637
C 0.4696 -5.7658 -0.2331 -0.1 -0.1 0.1 -0.431
C 0.7183 -4.4528 0.0945 0.1 0.0 0.1 0.555
S 1.6156 -3.4101 -1.0037 -0.7 0.9 0.3 1.326
O 1.8218 -3.9950 -2.2838 -0.1 -0.3 0.0 -0.725
O 2.7635 -2.9534 -0.2635 0.2 0.0 -0.1 -0.821
O 0.5587 -2.2926 -1.0816 0.8 -0.9 -0.1 -0.450
H 2.3519 -1.4825 0.9811 0.0 0.1 -0.3 0.402
H -0.6234 -4.3416 3.1945 0.0 0.0 0.0 0.576
H -1.1107 -6.7010 2.6130 0.0 0.0 0.0 0.425
H -0.4160 -7.6070 0.4281 0.0 0.0 0.0 0.387
H 0.7913 -6.1431 -1.1940 0.0 0.0 0.0 0.519
Br 4.6640 4.0911 -0.8891 -0.1 0.0 0.0 -0.153
C 3.0736 3.1723 -0.4422 0.1 0.0 0.0 0.313
C 2.1756 3.7056 0.4759 0.0 0.1 0.0 0.340
Br 2.5204 5.3769 1.2916 0.0 -0.1 0.0 -0.201
C 1.0023 3.0151 0.8004 0.0 0.1 0.1 -0.180
Br -0.2344 3.6410 2.0763 0.0 0.0 0.0 -0.147
C 0.7221 1.8127 0.1755 -0.3 0.0 0.1 0.100
O -0.3395 1.0512 0.4053 0.2 -0.3 -0.2 -0.525
C 1.6021 1.3150 -0.7907 0.1 -0.1 -0.2 -0.003
O 1.1919 0.2034 -1.3904 -0.1 -0.1 0.1 -0.584
C 2.7944 1.9542 -1.0670 -0.1 0.0 -0.1 -0.291
Br 3.9378 1.1355 -2.3181 0.0 0.1 0.0 -0.124
S -0.8601 -1.3425 -3.2718 0.1 0.0 0.1 -0.531
C -2.3704 -0.6305 -3.8390 0.0 0.0 0.1 0.637
C -3.2155 -1.3485 -4.6849 -0.1 0.1 0.0 -0.708
C -4.4236 -0.8016 -5.0926 0.0 0.0 0.0 -0.640
C -4.8182 0.4562 -4.6542 0.0 0.0 0.0 -0.787
C -3.9816 1.1810 -3.8144 0.0 0.1 -0.2 -0.623
C -2.7565 0.6524 -3.4413 0.0 -0.1 0.1 0.053
As -1.5225 1.4185 -2.1876 -0.2 -0.1 -0.4 1.697
C -2.5740 2.7551 -1.2907 -0.1 0.2 0.1 0.369
C -3.0443 2.4954 -0.0070 -0.1 0.0 0.0 -0.605
C -3.8718 3.4129 0.6279 0.0 0.0 0.0 -0.982
C -4.2230 4.5923 -0.0096 0.0 0.0 0.0 -0.636
C -3.7531 4.8575 -1.2894 0.0 0.0 0.0 -0.812
C -2.9333 3.9411 -1.9308 0.0 0.0 0.0 -0.244
C -0.2735 2.4252 -3.2538 0.2 0.2 0.2 0.652
C 0.2420 1.9032 -4.4353 -0.1 0.0 -0.1 -0.540
C 1.2650 2.5691 -5.0949 0.0 0.0 0.0 -0.852
C 1.7870 3.7460 -4.5765 0.0 0.0 0.0 -0.604
C 1.2726 4.2723 -3.4007 0.0 0.0 0.0 -0.810
C 0.2481 3.6110 -2.7382 0.0 0.1 0.0 -0.613
H -2.9284 -2.3438 -4.9969 0.0 0.0 0.0 0.473
H -5.0725 -1.3743 -5.7438 0.0 0.0 0.0 0.379
H -5.7748 0.8656 -4.9508 0.0 0.0 0.0 0.402
H -4.2944 2.1563 -3.4603 0.0 0.0 0.0 0.413
H -2.7572 1.5854 0.5033 0.0 0.0 0.0 0.490
H -4.2289 3.2080 1.6286 0.0 0.0 0.0 0.506
H -4.8605 5.3097 0.4907 0.0 0.0 0.0 0.409
H -4.0254 5.7791 -1.7876 0.0 0.0 0.0 0.407
H -2.5749 4.1588 -2.9314 0.0 -0.1 0.0 0.494
H -0.1422 0.9743 -4.8360 0.0 0.0 0.0 0.313
H 1.6714 2.1506 -6.0063 0.0 0.0 0.0 0.415
H 2.6072 4.2435 -5.0777 0.0 0.0 0.0 0.369
H 1.6793 5.1846 -2.9824 0.0 0.0 0.0 0.440
H -0.1290 4.0253 -1.8086 0.0 -0.1 0.0 0.402
O -2.6044 -0.8291 -0.7891 0.1 -0.4 0.7 -0.536
C -2.8712 -2.0385 -0.3191 0.0 0.3 -0.7 0.472
O -2.2484 -3.0280 -0.6444 0.0 -0.1 0.1 -0.544
C -3.9707 -2.1225 0.6859 -0.1 0.2 0.2 0.276
C -5.0188 -1.2127 0.7161 0.1 -0.1 0.0 -0.320
C -5.9516 -1.3267 1.7292 -0.2 0.3 0.1 -0.027
C -5.8753 -2.2712 2.7341 0.2 0.1 -0.1 -0.757
C -4.8122 -3.1493 2.6609 0.1 -0.1 0.3 0.213
C -3.8647 -3.1070 1.6588 -0.1 0.0 -0.1 -1.091
N -4.6870 -4.1864 3.7125 -0.6 -0.3 -0.5 1.016
O -3.9523 -5.1249 3.4838 0.2 0.2 0.2 -0.579
O -5.4016 -4.0794 4.6873 0.2 0.1 0.1 -0.630
N -7.0939 -0.3766 1.7567 -0.1 -0.6 -0.3 1.081
O -7.8880 -0.4880 2.6688 0.1 0.2 0.1 -0.646
O -7.2019 0.3921 0.8261 0.1 0.2 0.1 -0.619
H -5.0988 -0.4312 -0.0261 0.0 0.0 0.0 0.771
H -6.5988 -2.3123 3.5323 0.0 0.0 0.0 0.609
H -3.0540 -3.8210 1.6240 0.0 0.0 0.0 0.694
```
Forces are in eV/Å.